{
  "formula": "C25H56FN2O9P2",
  "method": "the ωB97M-V functional and the def2-TZVPD basis",
  "max_force_ev_per_a": 7.2,
  "mol_weight_g_mol": 609.674,
  "energy_ev": -69534.135,
  "lumo_energy_ha": [-0.0203, -0.0203],
  "spin_multiplicity": 2,
  "s_squared": 0.754,
  "orbital_gap_ev": [8.24, 8.30],
  "homo_ev": [-8.79, -8.85],
  "symbols": ["C", "C", "C", "C", "C", "C", "N", "C", "C", "C", "F", "C", "C", "C", "C", "N", "O", "H", "H", "H", "H", "H", "H", "H", "H", "H", "H", "H", "H", "H", "H", "H", "H", "H", "H", "H", "H", "H", "H", "H", "H", "H", "H", "O", "P", "O", "C", "C", "O", "C", "C", "O", "C", "C", "H", "H", "H", "H", "H", "H", "H", "H", "H", "H", "H", "H", "H", "H", "H", "O", "P", "O", "C", "C", "O", "C", "C", "O", "C", "C", "H", "H", "H", "H", "H", "H", "H", "H", "H", "H", "H", "H", "H", "H", "H"],
  "positions_angstrom": [[-2.78031, -0.74917, 0.27332], [-1.50402, -1.04740, 1.11385], [-2.02084, -1.81996, 2.39763], [-0.84545, 0.26145, 1.63129], [0.22451, 0.94148, 0.68622], [1.46057, 1.28077, 1.63347], [1.21746, 2.34191, 2.60971], [-0.34926, 2.32970, 0.22905], [-1.17877, 2.31387, -1.09190], [-2.60273, 2.92067, -0.96594], [-3.46240, 2.10605, -1.73729], [0.79272, 0.06772, -0.47636], [0.19915, -1.36528, -0.68131], [1.42146, -2.32333, -0.95201], [-0.60945, -1.42497, -2.02537], [-0.52033, -1.94430, 0.47227], [0.39480, -2.16367, 1.38774], [-2.94155, -1.59743, -0.41606], [-3.66426, -0.52991, 0.88199], [-2.59860, 0.13233, -0.36378], [-1.78366, -2.89298, 2.35404], [-3.12328, -1.76268, 2.45428], [-1.63802, -1.39203, 3.33338], [-1.67685, 0.96280, 1.83706], [-0.37830, 0.08445, 2.61649], [2.30120, 1.55860, 0.97117], [1.75865, 0.36700, 2.18352], [0.27167, 2.33856, 2.96604], [1.46982, 3.25282, 2.25041], [0.50170, 3.03084, 0.12698], [-0.99061, 2.78627, 1.00475], [-0.64199, 2.96173, -1.81171], [-1.25771, 1.33305, -1.57785], [-2.65225, 3.90492, -1.45930], [-2.98508, 2.94863, 0.06424], [0.73066, 0.58071, -1.45432], [1.87787, -0.06131, -0.30855], [1.76076, -2.12924, -1.98541], [2.27665, -2.10402, -0.29963], [1.15516, -3.38272, -0.82380], [-1.42852, -0.69385, -2.06694], [0.05971, -1.37703, -2.89482], [-1.08812, -2.42497, -2.05023], [2.29686, 5.74556, 0.97951], [2.80348, 7.10372, 0.55889], [1.44544, 7.77226, -0.09217], [0.39956, 8.17750, 0.79099], [0.79706, 9.36460, 1.64868], [3.58635, 6.62638, -0.80852], [3.92449, 5.25999, -1.03686], [2.84932, 4.55013, -1.82645], [3.61731, 8.55328, 0.58474], [4.68846, 8.91547, -0.29511], [4.17216, 9.41467, -1.62741], [0.09850, 7.33091, 1.41612], [-0.45279, 8.44607, 0.16593], [1.59780, 9.09750, 2.34485], [-0.05415, 9.71783, 2.23269], [1.16602, 10.18257, 1.03014], [4.12232, 4.74049, -0.10028], [4.86166, 5.26075, -1.59936], [1.87612, 4.65596, -1.34482], [3.08174, 3.48741, -1.92004], [2.75704, 4.97643, -2.82729], [5.40293, 8.10177, -0.40475], [5.22829, 9.72679, 0.19947], [3.51453, 8.69616, -2.11226], [5.00625, 9.62942, -2.29707], [3.59060, 10.32837, -1.48959], [-1.57113, -9.84299, -1.13667], [-1.34327, -8.67674, -0.20969], [-2.77129, -8.57698, 0.60221], [-3.07287, -9.58496, 1.56654], [-2.16425, -9.51130, 2.78000], [-1.52320, -7.46131, -1.30604], [-1.51370, -7.68475, -2.71260], [-2.92762, -7.82742, -3.23855], [-0.55296, -7.66474, 0.84653], [-0.16169, -6.31461, 0.56466], [-1.30848, -5.34692, 0.75453], [-3.01378, -10.57163, 1.09685], [-4.10736, -9.42670, 1.87325], [-1.13000, -9.74782, 2.51301], [-2.48657, -10.22075, 3.54386], [-2.16680, -8.50766, 3.20503], [-0.89718, -8.54361, -2.97411], [-1.04360, -6.80987, -3.17022], [-3.47952, -8.60059, -2.70339], [-2.92237, -8.07472, -4.30160], [-3.47588, -6.89335, -3.10026], [0.29175, -6.23246, -0.42174], [0.62684, -6.06846, 1.28029], [-2.18330, -5.61382, 0.16392], [-1.00080, -4.33758, 0.47944], [-1.63048, -5.34033, 1.79839]],
  "forces_ev_per_a": [[1.3, 0.1, -1.2], [-2.3, -0.2, 2.1], [-0.5, -0.1, -0.3], [0.2, -0.1, -0.6], [0.0, 0.8, 1.2], [-0.5, -0.1, -0.3], [0.5, -0.3, -0.2], [0.1, -0.2, -0.7], [0.2, 1.2, 0.0], [0.4, -0.6, -0.9], [-0.1, 0.2, 0.4], [-0.2, -0.1, 0.4], [1.3, -0.8, -2.6], [0.0, 0.5, -0.1], [-0.8, -0.8, 1.1], [1.8, 2.4, 1.1], [-0.5, -1.0, -0.2], [-0.4, 0.3, 0.4], [0.4, -0.2, -0.1], [-0.2, -0.3, 0.1], [0.1, 0.4, 0.0], [0.5, 0.1, 0.0], [0.1, -0.3, -0.3], [0.3, -0.3, -0.2], [-0.1, -0.2, -0.5], [-0.2, 0.1, 0.4], [-0.2, 0.2, -0.4], [0.1, 0.1, 0.0], [-0.3, 0.0, 0.0], [-0.4, -0.3, -0.2], [0.4, -0.4, -0.1], [-0.2, -0.5, 0.1], [-0.1, 0.2, 0.4], [0.0, -0.2, 0.6], [0.1, 0.0, -0.3], [-0.1, -0.1, 0.5], [-0.5, 0.1, 0.1], [-0.1, -0.3, 0.4], [-0.4, -0.1, 0.0], [0.0, 0.3, -0.2], [0.4, -0.1, -0.2], [-0.3, 0.4, 0.4], [0.1, 0.4, -0.2], [1.2, 1.8, 3.1], [-1.3, -0.7, -7.0], [0.6, 0.1, 0.9], [-0.3, 0.1, 0.2], [0.1, 0.0, 0.0], [0.3, 0.5, 0.7], [0.1, -0.3, -0.1], [-0.2, 0.1, -0.2], [-0.9, -1.7, 2.3], [0.9, 0.2, -0.2], [-0.4, 0.0, 0.0], [0.0, 0.0, 0.0], [0.1, -0.1, -0.1], [-0.1, 0.0, 0.0], [0.0, 0.0, 0.0], [0.0, 0.0, 0.0], [-0.1, 0.1, 0.1], [0.0, 0.2, 0.0], [0.1, -0.1, 0.1], [0.0, 0.0, 0.0], [0.1, 0.0, 0.0], [-0.2, -0.1, -0.1], [-0.2, -0.1, 0.2], [0.1, -0.1, 0.0], [0.0, 0.0, 0.1], [0.1, 0.0, 0.0], [2.8, -0.7, 2.3], [-4.8, 4.3, -2.5], [1.0, -0.3, 0.1], [-0.1, -0.2, 0.2], [0.1, 0.0, 0.0], [0.6, -0.2, 0.6], [-0.2, 0.0, -0.3], [-0.2, 0.0, 0.1], [0.5, -2.9, -0.5], [0.6, 0.6, -0.2], [-0.4, -0.2, 0.1], [0.0, 0.0, 0.0], [0.0, 0.1, -0.1], [0.0, 0.0, 0.0], [0.0, 0.0, 0.0], [0.0, 0.0, 0.0], [-0.1, -0.1, 0.1], [0.0, 0.1, 0.2], [0.2, -0.1, 0.0], [0.0, 0.0, 0.0], [0.0, 0.0, -0.1], [-0.2, -0.1, -0.1], [-0.1, -0.3, 0.1], [0.1, -0.1, -0.1], [0.1, -0.1, 0.0], [0.1, 0.0, 0.0]],
  "mulliken_spin": [0.003, 0.012, 0.015, 0.023, -0.005, 0.006, -0.001, 0.001, -0.001, 0.000, 0.000, 0.014, 0.051, 0.010, 0.006, 0.256, 0.620, -0.009, 0.002, 0.001, 0.002, 0.001, 0.000, 0.001, -0.002, 0.002, -0.011, 0.000, 0.001, 0.003, 0.000, 0.000, 0.000, 0.000, 0.000, 0.001, -0.001, 0.000, 0.002, -0.003, 0.002, 0.000, -0.008, 0.000, 0.000, 0.000, 0.000, 0.000, 0.000, 0.000, 0.000, 0.000, 0.000, 0.000, 0.000, 0.000, 0.000, 0.000, 0.000, 0.000, 0.000, 0.000, 0.000, 0.000, 0.000, 0.000, 0.000, 0.000, 0.000, 0.000, 0.000, 0.000, 0.000, 0.000, 0.000, 0.000, 0.000, 0.000, 0.003, -0.042, 0.000, 0.000, 0.000, 0.000, 0.000, 0.000, 0.000, 0.000, 0.000, 0.000, -0.001, 0.000, -0.002, 0.046, -0.001]
}